Entry 1:
Entry from the OMol25 dataset: a 2-piece molecular cluster, C3H13N2 overall in a non-equilibrium geometry (ωB97M-V with the def2-TZVPD basis set).

Properties
LUMO level: -3.04 eV
charge: +1
energy: -6295.4683 eV
2S+1: 1
ΔE to the lowest compared entry with this formula, charge and spin: 110.8 kJ/mol
Kohn-Sham gap: 11.3 eV
HOMO energy: -14.29 eV

Each line ends with the Mulliken charge.
Positions of all 18 atoms, in Å:
C (1.39945, -1.89125, -0.93426)  -0.851
N (0.41188, -1.78450, 0.17044)  -0.649
H (1.07893, -1.25648, -1.75103)  0.283
H (1.51076, -2.91117, -1.27393)  0.355
H (2.35562, -1.55395, -0.53882)  0.327
H (-0.43643, -2.25766, -0.12718)  0.240
H (0.75396, -2.32258, 0.95740)  0.243
H (-0.41693, -0.09349, 0.04645)  0.343
C (-0.06566, 1.33475, 1.44145)  -0.749
N (-0.26114, 0.93986, 0.00795)  -0.092
C (-1.50405, 1.48788, -0.65133)  -0.893
H (-0.98360, 1.80548, 1.78941)  0.306
H (0.71524, 2.08287, 1.52844)  0.343
H (0.11839, 0.43145, 2.00106)  0.309
H (0.61798, 1.04836, -0.49297)  0.375
H (-1.65252, 0.94963, -1.56564)  0.342
H (-2.30094, 1.21921, 0.04506)  0.384
H (-1.42429, 2.55911, -0.69670)  0.384

Entry 2:
Entry from the OMol25 dataset: a 2-piece molecular cluster, C3H13N2 overall in a non-equilibrium geometry (ωB97M-V with the def2-TZVPD basis set).

Properties
LUMO level: -3.05 eV
charge: +1
energy: -6295.4268 eV
2S+1: 1
ΔE to the lowest compared entry with this formula, charge and spin: 114.8 kJ/mol
Kohn-Sham gap: 11.6 eV
HOMO energy: -14.63 eV

Each line ends with the Mulliken charge.
Positions of all 18 atoms, in Å:
C (-1.07801, 2.04052, 0.12462)  -0.851
N (0.18516, 1.67334, 0.80940)  -0.664
H (-1.46790, 3.02488, 0.33281)  0.354
H (-1.88169, 1.31190, 0.42519)  0.253
H (-0.94273, 1.99668, -0.96574)  0.329
H (0.88335, 2.19743, 0.28455)  0.255
H (0.13690, 1.99836, 1.76873)  0.227
H (0.31372, 0.08456, 0.18601)  0.462
C (-0.92126, -1.55943, -0.16032)  -0.898
N (0.30468, -0.76151, -0.49750)  -0.141
C (1.54750, -1.57033, -0.29581)  -0.908
H (-1.14117, -1.49467, 0.91124)  0.355
H (-0.86552, -2.52232, -0.64868)  0.367
H (-1.73175, -0.96363, -0.56004)  0.371
H (0.34279, -0.40440, -1.46250)  0.380
H (2.44349, -0.93475, -0.40675)  0.347
H (1.56146, -1.84885, 0.74781)  0.393
H (1.67973, -2.37201, -1.03586)  0.369

Q: Number 2 is which compound?
A: C3H13N2

Q: The lowest ΔE to the lowest compared entry with this formula, charge and spin belongs to which entry?
A: number 1

Q: Look up the energy of the second one.
A: -6295.4268 eV

Q: Look up the LUMO level of the second one.
A: -3.05 eV